{
  "formula": "C66H121B8F32N22",
  "method": "ωB97M-V/def2-TZVPD",
  "elements": ["C", "C", "N", "C", "C", "N", "C", "C", "H", "H", "H", "H", "H", "H", "H", "H", "H", "H", "H", "C", "C", "N", "C", "C", "N", "C", "C", "H", "H", "H", "H", "H", "H", "H", "H", "H", "H", "H", "C", "C", "N", "C", "C", "N", "C", "C", "H", "H", "H", "H", "H", "H", "H", "H", "H", "H", "H", "C", "C", "N", "C", "C", "N", "C", "C", "H", "H", "H", "H", "H", "H", "H", "H", "H", "H", "H", "C", "C", "N", "C", "C", "N", "C", "C", "H", "H", "H", "H", "H", "H", "H", "H", "H", "H", "H", "C", "C", "N", "C", "C", "N", "C", "C", "H", "H", "H", "H", "H", "H", "H", "H", "H", "H", "H", "C", "C", "N", "C", "C", "N", "C", "C", "H", "H", "H", "H", "H", "H", "H", "H", "H", "H", "H", "C", "C", "N", "C", "C", "N", "C", "C", "H", "H", "H", "H", "H", "H", "H", "H", "H", "H", "H", "C", "C", "N", "C", "C", "N", "C", "C", "H", "H", "H", "H", "H", "H", "H", "H", "H", "H", "H", "C", "C", "N", "C", "C", "N", "C", "C", "H", "H", "H", "H", "H", "H", "H", "H", "H", "H", "H", "C", "C", "N", "C", "C", "N", "C", "C", "H", "H", "H", "H", "H", "H", "H", "H", "H", "H", "H", "B", "F", "F", "F", "F", "B", "F", "F", "F", "F", "B", "F", "F", "F", "F", "B", "F", "F", "F", "F", "B", "F", "F", "F", "F", "B", "F", "F", "F", "F", "B", "F", "F", "F", "F", "B", "F", "F", "F", "F"],
  "coordinates": [[-9.51058, 15.06903, 9.65100], [-10.54294, 15.97999, 10.35308], [-10.16641, 17.37539, 10.03695], [-9.77888, 18.32668, 10.95633], [-9.46137, 19.48551, 10.20171], [-9.72640, 19.21937, 8.90946], [-10.12295, 17.95658, 8.70185], [-9.51148, 20.15918, 7.74200], [-9.72959, 14.00592, 9.75065], [-8.55083, 15.28181, 10.12186], [-9.56492, 15.20819, 8.57129], [-10.81956, 15.90432, 11.40468], [-11.47916, 15.80590, 9.82271], [-9.56979, 18.11615, 11.99477], [-8.99287, 20.38426, 10.57475], [-10.20149, 17.34274, 7.81674], [-10.27737, 20.02364, 6.97837], [-8.59160, 19.88313, 7.22652], [-9.49110, 21.18901, 8.09855], [-14.70727, 12.76415, 1.83716], [-14.01169, 13.94669, 2.69167], [-14.88842, 15.05539, 2.92808], [-15.69968, 15.60804, 1.95036], [-15.99969, 16.84807, 2.50375], [-15.49343, 16.97758, 3.76404], [-14.70616, 15.83506, 4.00384], [-15.51367, 18.12646, 4.69586], [-15.68397, 12.37707, 2.12754], [-14.03987, 11.92165, 1.65585], [-14.93073, 13.19931, 0.86309], [-13.15220, 14.41381, 2.21086], [-13.82151, 13.64567, 3.72187], [-15.86147, 15.24863, 0.94485], [-16.59146, 17.65643, 2.10032], [-14.05256, 15.64610, 4.84259], [-14.47683, 18.15651, 5.03076], [-16.17648, 18.06511, 5.55900], [-15.84602, 19.04650, 4.21506], [-14.30941, 2.31896, 7.74525], [-13.51803, 1.99835, 6.54368], [-12.06774, 2.40769, 6.82358], [-11.24136, 1.63941, 7.61107], [-10.09199, 2.45689, 7.73032], [-10.27066, 3.64567, 7.01190], [-11.58236, 3.68575, 6.61179], [-9.40547, 4.74567, 7.01519], [-15.34471, 2.09009, 7.49252], [-14.21766, 3.38590, 7.94853], [-13.98657, 1.75009, 8.61718], [-13.78704, 2.64260, 5.70662], [-13.37975, 0.95267, 6.26883], [-11.49694, 0.69010, 8.05816], [-9.22273, 2.40692, 8.36929], [-12.08402, 4.51572, 6.13650], [-8.55084, 4.47146, 6.39673], [-9.14547, 4.93097, 8.05739], [-9.70008, 5.64820, 6.47971], [-19.19259, 15.38298, 13.50454], [-17.81508, 15.95465, 13.41033], [-17.41625, 16.02019, 11.97901], [-17.06017, 15.00511, 11.09103], [-16.87849, 15.56902, 9.82179], [-17.17126, 16.90070, 9.95071], [-17.35202, 17.16100, 11.31448], [-16.74172, 18.02191, 9.02517], [-19.41900, 15.27448, 14.56523], [-19.22473, 14.41508, 13.00431], [-20.04397, 15.97907, 13.17601], [-17.02756, 15.35046, 13.86074], [-17.81125, 16.91077, 13.93370], [-16.92345, 14.00337, 11.47080], [-16.50994, 15.25622, 8.85601], [-17.38766, 18.15019, 11.74648], [-17.04083, 18.97287, 9.46599], [-17.37400, 17.91255, 8.14406], [-15.70536, 17.96566, 8.69216], [-14.61843, 11.64818, 5.73465], [-15.22142, 10.84661, 6.91438], [-16.63546, 10.57349, 6.68825], [-17.09132, 9.33234, 6.26766], [-18.53897, 9.48839, 6.26102], [-18.85519, 10.71715, 6.74276], [-17.65482, 11.39483, 6.94522], [-20.15626, 11.38376, 7.19338], [-13.53688, 11.77198, 5.78980], [-14.92239, 12.67922, 5.55396], [-14.77228, 11.06414, 4.82728], [-15.21195, 11.40332, 7.85144], [-14.82252, 9.85032, 7.10517], [-16.56694, 8.43847, 5.96366], [-19.34749, 8.79725, 6.07390], [-17.62327, 12.37687, 7.39355], [-20.71257, 10.55083, 7.62333], [-20.68146, 11.70571, 6.29416], [-20.00511, 12.16437, 7.93897], [-9.71427, 12.23369, 12.99748], [-8.37800, 11.65258, 12.26821], [-8.21693, 10.21192, 12.34969], [-7.86956, 9.25355, 11.43539], [-8.08086, 8.02031, 11.95130], [-8.47810, 8.18126, 13.28485], [-8.40635, 9.58008, 13.56812], [-8.89086, 7.07902, 14.16211], [-9.81250, 12.24363, 14.08300], [-10.55054, 11.77561, 12.46935], [-9.87884, 13.26513, 12.68578], [-7.55253, 12.17583, 12.75081], [-8.22535, 11.81901, 11.20186], [-7.82095, 9.51324, 10.38821], [-7.92659, 7.10866, 11.39317], [-8.56542, 9.98691, 14.55583], [-7.98879, 6.73765, 14.66990], [-9.25776, 6.26469, 13.53732], [-9.64982, 7.37422, 14.88664], [-21.43156, 9.61945, 14.71667], [-20.19193, 9.02699, 13.93483], [-19.00717, 9.24020, 14.76221], [-18.98281, 8.85773, 16.11807], [-17.64292, 9.06386, 16.48962], [-17.05045, 9.84746, 15.56591], [-17.74774, 9.85886, 14.38811], [-15.67275, 10.42161, 15.87968], [-22.25311, 9.37609, 14.04292], [-21.27109, 10.69585, 14.77750], [-21.53515, 9.16980, 15.70418], [-20.15891, 9.62430, 13.02365], [-20.44444, 8.00272, 13.66061], [-19.72804, 8.32550, 16.69057], [-17.07717, 8.92106, 17.39843], [-17.49802, 10.36676, 13.46828], [-15.20510, 9.68220, 16.52981], [-15.69047, 11.44160, 16.26362], [-15.09680, 10.46369, 14.95523], [-16.30562, 1.16421, 10.52245], [-16.54440, 2.31122, 11.44115], [-16.14244, 3.55795, 10.83535], [-14.83320, 3.96278, 10.63330], [-14.78684, 5.26695, 10.20820], [-16.12397, 5.62894, 10.14368], [-17.01536, 4.62191, 10.61374], [-16.52419, 6.98349, 9.93165], [-15.24745, 0.90286, 10.51418], [-16.65250, 1.30019, 9.49810], [-16.75235, 0.20404, 10.78052], [-16.14149, 2.11630, 12.43502], [-17.61492, 2.35054, 11.64250], [-14.04394, 3.28568, 10.92483], [-14.00544, 5.97967, 9.98945], [-18.03959, 4.77309, 10.92117], [-17.29191, 7.33053, 9.24007], [-15.63037, 7.58457, 9.76472], [-16.90160, 7.41774, 10.85744], [-6.16570, 13.96641, 4.25803], [-6.21752, 12.90682, 5.41461], [-4.89343, 12.42710, 5.71325], [-4.17365, 11.55869, 4.91337], [-3.06442, 11.08560, 5.60626], [-3.12595, 11.62302, 6.81472], [-4.20873, 12.46971, 6.93069], [-2.16744, 11.28147, 7.89609], [-5.31065, 14.64095, 4.30248], [-7.10506, 14.51918, 4.24498], [-6.23084, 13.35534, 3.35778], [-6.75365, 12.01672, 5.08539], [-6.69666, 13.37999, 6.27172], [-4.64079, 11.28129, 3.97998], [-2.53191, 10.14739, 5.55515], [-4.51270, 12.96056, 7.84342], [-2.59574, 10.41534, 8.40056], [-2.01878, 12.03435, 8.67015], [-1.14842, 11.17751, 7.52340], [-14.60064, 11.34261, 10.97433], [-13.12957, 10.96061, 11.19752], [-12.35660, 11.13426, 9.97625], [-12.05739, 12.31541, 9.42293], [-11.40461, 12.04076, 8.23967], [-11.28076, 10.69009, 8.02793], [-11.79250, 10.14131, 9.15457], [-10.76382, 9.92660, 6.85560], [-15.22160, 11.30801, 11.86950], [-15.04643, 10.74225, 10.18127], [-14.82085, 12.31679, 10.53778], [-12.81560, 10.01620, 11.64206], [-12.76184, 11.70814, 11.90043], [-12.40545, 13.22098, 9.89749], [-10.87585, 12.77726, 7.65282], [-11.64601, 9.09160, 9.36208], [-10.67819, 10.74329, 6.13880], [-11.47987, 9.15321, 6.57765], [-9.84182, 9.44507, 7.18140], [-6.74100, 8.24835, 4.49573], [-7.31417, 8.21811, 3.08691], [-8.78827, 8.23455, 3.02928], [-9.70323, 7.26627, 3.37311], [-10.97157, 7.67320, 3.16661], [-10.94511, 8.96164, 2.78036], [-9.57110, 9.25000, 2.61806], [-12.00465, 9.88099, 2.38576], [-5.66140, 8.33902, 4.61554], [-7.06478, 7.39519, 5.09188], [-7.20530, 9.05770, 5.05918], [-6.85290, 7.34872, 2.61842], [-6.91931, 9.00096, 2.43934], [-9.27903, 6.41035, 3.87694], [-11.91915, 7.18889, 3.35087], [-9.22660, 10.21116, 2.26607], [-12.41902, 10.17201, 3.35101], [-12.67681, 9.19648, 1.86831], [-11.60595, 10.60633, 1.67652], [-18.52593, 11.41057, 10.99151], [-18.55505, 12.39526, 12.02979], [-17.33153, 10.64659, 11.10508], [-19.47193, 10.40532, 11.11770], [-18.48261, 12.19031, 9.82664], [-13.18730, 14.25994, 13.67506], [-13.43029, 13.97523, 12.38520], [-14.30795, 14.68027, 14.36374], [-12.30649, 13.34520, 14.35071], [-12.34858, 15.41791, 13.53829], [-13.39841, 16.24544, 7.60054], [-13.00380, 17.33104, 7.10717], [-14.51879, 15.80758, 6.92852], [-12.30192, 15.46853, 7.30438], [-13.67308, 16.25722, 8.99224], [-6.20889, 9.48083, 8.22071], [-7.53183, 9.63979, 8.10225], [-5.94477, 8.22744, 8.82179], [-5.66492, 9.53620, 6.94253], [-5.68407, 10.39380, 8.93965], [-13.35098, 7.20968, 5.33402], [-14.34440, 7.39140, 6.20715], [-12.09508, 7.14631, 5.92976], [-13.60707, 6.13169, 4.63208], [-13.42067, 8.29760, 4.48204], [-11.16449, 6.50721, 10.28729], [-10.08198, 6.07063, 10.98614], [-11.77449, 5.30463, 9.97545], [-12.05994, 7.37166, 10.91924], [-10.67401, 6.96814, 9.11522], [-10.55009, 12.82779, 3.94982], [-10.32382, 14.21880, 3.86205], [-10.46866, 12.40512, 2.64753], [-9.64939, 12.26191, 4.75132], [-11.82036, 12.51248, 4.41513], [-14.46686, 6.54047, 13.99149], [-14.57380, 6.62256, 12.63913], [-14.17819, 5.24064, 14.46026], [-13.54983, 7.46485, 14.50604], [-15.68820, 6.76685, 14.53382]],
  "lowdin_charge": [-0.05, -0.14, -0.03, 0.03, -0.02, -0.10, 0.06, 0.05, 0.05, 0.08, 0.07, 0.13, 0.10, 0.14, 0.13, 0.16, 0.10, 0.10, 0.10, -0.02, -0.12, -0.09, 0.03, -0.02, -0.06, 0.06, 0.03, 0.08, 0.06, 0.06, 0.15, 0.09, 0.13, 0.14, 0.16, 0.10, 0.09, 0.10, -0.08, -0.14, -0.06, 0.01, 0.03, -0.09, 0.07, -0.01, 0.09, 0.08, 0.07, 0.13, 0.13, 0.14, 0.14, 0.15, 0.11, 0.12, 0.10, -0.07, -0.14, -0.02, 0.04, 0.01, -0.07, 0.00, 0.03, 0.09, 0.06, 0.09, 0.13, 0.13, 0.12, 0.13, 0.16, 0.10, 0.09, 0.09, -0.03, -0.13, -0.07, 0.05, 0.00, -0.07, 0.00, 0.05, 0.06, 0.07, 0.08, 0.11, 0.12, 0.12, 0.13, 0.16, 0.10, 0.09, 0.09, -0.02, -0.13, -0.06, -0.01, 0.01, -0.05, 0.07, 0.02, 0.08, 0.05, 0.06, 0.12, 0.12, 0.12, 0.14, 0.16, 0.10, 0.10, 0.11, -0.05, -0.16, -0.04, 0.02, -0.03, -0.09, 0.12, 0.06, 0.08, 0.08, 0.06, 0.10, 0.12, 0.13, 0.14, 0.13, 0.10, 0.10, 0.09, -0.08, -0.19, -0.05, -0.01, 0.02, -0.08, 0.10, -0.03, 0.07, 0.08, 0.09, 0.14, 0.13, 0.15, 0.13, 0.16, 0.09, 0.10, 0.10, -0.04, -0.16, -0.05, 0.00, -0.03, -0.10, 0.06, 0.03, 0.08, 0.07, 0.07, 0.12, 0.13, 0.13, 0.15, 0.16, 0.11, 0.10, 0.10, -0.05, -0.14, -0.04, -0.03, -0.03, -0.04, 0.06, 0.07, 0.08, 0.05, 0.07, 0.14, 0.09, 0.14, 0.13, 0.14, 0.08, 0.08, 0.10, -0.07, -0.15, -0.02, -0.02, -0.03, -0.04, 0.04, 0.01, 0.08, 0.08, 0.07, 0.13, 0.12, 0.13, 0.12, 0.16, 0.09, 0.11, 0.10, -1.25, 0.06, 0.06, 0.12, 0.10, -1.30, 0.15, 0.12, 0.06, 0.03, -1.54, 0.26, 0.12, 0.13, 0.10, -1.55, 0.17, 0.09, 0.11, 0.24, -1.54, 0.18, 0.12, 0.21, 0.12, -1.43, 0.14, 0.11, 0.13, 0.15, -1.44, 0.09, 0.12, 0.18, 0.11, -1.38, 0.15, 0.08, 0.09, 0.13],
  "max_force_ev_per_a": 8.422,
  "charge": 3,
  "energy_ev": -195581.086,
  "e_homo_ev": -13.77
}